# 1
{
  "formula": "H17O9",
  "method": "the ωB97M-V functional and the def2-TZVPD basis",
  "lumo_ev": 3.13,
  "charge": -1,
  "homo_ha": -0.226,
  "homo_lumo_gap_ev": 9.3,
  "species": ["O", "H", "H", "O", "H", "O", "H", "H", "O", "H", "H", "O", "H", "H", "O", "H", "H", "O", "H", "H", "O", "H", "H", "O", "H", "H"],
  "positions_angstrom": [[0.434716, 2.744521, 1.625804], [1.067434, 0.563452, 2.171724], [0.425940, -2.606567, -1.374876], [-0.703601, 0.530166, 3.795145], [0.232593, 2.283272, -1.119680], [-1.455531, 0.010314, -1.172701], [-0.632237, 0.510195, -1.004801], [-1.223345, -0.525789, -0.381218], [0.949628, 1.774097, -0.672044], [-0.359843, -0.117276, -3.531273], [-0.382695, -3.179202, -0.365149], [-0.494350, -2.918692, -1.297605], [1.115350, 3.433967, 1.591299], [-0.013700, -2.733217, 2.380280], [-1.236882, -0.091932, -3.967164], [-1.549940, -2.549039, 2.676413], [-0.924157, 0.188516, 2.900015], [0.884486, -0.209725, 1.592741], [1.102438, 0.018482, 0.662445], [-0.408400, 1.414350, 3.461159], [1.794485, 0.391773, -2.582948], [2.010802, 0.973817, -3.331243], [1.457404, 0.919021, -1.736114], [-0.895261, -3.094383, 2.206283], [-1.769164, -0.155440, -3.153093], [0.573832, 2.425328, 0.626589]],
  "forces_ev_per_angstrom": [[0.5489, 0.3766, -0.9100], [-0.0833, -0.4444, -1.1517], [-0.4283, 0.2850, -0.9661], [-0.0138, 1.0222, -1.5427], [0.8830, -0.5589, 0.1760], [1.1335, -0.2711, 1.8947], [0.0940, 1.1020, -1.0082], [-1.2606, -0.6137, -0.6782], [-1.4333, 0.6250, -0.2080], [-0.1238, 0.0538, -0.5231], [-1.0040, -0.2145, -0.0649], [1.4046, -0.1234, 1.1517], [-0.2644, -0.0687, 0.5429], [-0.4454, 0.3421, 0.0874], [0.3663, -0.0250, 0.7812], [0.7194, -0.1448, -0.2562], [0.1585, -0.3225, 0.7728], [0.1959, -0.2397, -0.0369], [-0.1200, 0.5914, 0.9016], [-0.1819, -0.4785, 0.7611], [-0.1127, -0.3372, -0.1631], [-0.2620, -0.0975, 0.8819], [0.4950, 0.2872, -1.1530], [-0.1849, -0.0806, 0.0648], [-0.0115, -0.0266, -0.3729], [-0.0693, -0.6381, 1.0189]],
  "mulliken_charge": [-0.684, 0.314, 0.319, -0.689, 0.229, -0.689, 0.371, 0.313, -1.108, 0.351, 0.311, -0.634, 0.287, 0.323, -0.688, 0.305, 0.342, -0.637, 0.314, 0.303, -0.739, 0.243, 0.421, -0.641, 0.362, 0.401]
}



# 2
{
  "formula": "C3H6N2O",
  "method": "the ωB97M-V functional and the def2-TZVPD basis",
  "lumo_ev": 0.80,
  "charge": 0,
  "homo_ha": -0.372,
  "homo_lumo_gap_ev": 10.9,
  "smiles": "N=C=N.CC=O",
  "species": ["N", "C", "N", "H", "H", "C", "C", "O", "H", "H", "H", "H"],
  "positions_angstrom": [[1.386637, 0.898226, -1.045923], [0.406968, 1.120161, -1.775683], [-0.325958, 1.385562, -2.737581], [1.325121, -0.016563, -0.603206], [0.159593, 1.286420, -3.632407], [-0.267593, 0.011972, 1.729195], [-0.584314, -1.486065, 0.828429], [-0.364866, -1.886520, -0.292320], [0.318779, 0.837958, 1.307820], [0.204467, -0.293778, 2.673112], [-1.299323, 0.311966, 1.937525], [-0.959511, -2.169339, 1.611040]],
  "forces_ev_per_angstrom": [[-1.8282, 0.3135, 0.3173], [1.6457, -0.2936, -2.1653], [0.2929, 0.1936, 1.4959], [0.1988, -0.0849, -0.0866], [-0.3021, -0.1787, 0.2851], [-0.5884, -2.1361, -1.5581], [1.5657, 1.3544, 1.0512], [-0.2179, 1.4942, 1.4594], [-0.3463, -0.4978, -0.3300], [-0.2231, -0.2516, -0.3341], [0.1988, 0.1871, 0.0617], [-0.3959, -0.1000, -0.1964]],
  "mulliken_charge": [-0.615, 0.638, -0.579, 0.301, 0.274, -0.928, 0.096, -0.444, 0.353, 0.308, 0.276, 0.319]
}



# 3
{
  "formula": "C45H34CaNO2P2S",
  "method": "the ωB97M-V functional and the def2-TZVPD basis",
  "lumo_ev": 2.37,
  "charge": -1,
  "homo_ha": -0.115,
  "homo_lumo_gap_ev": 5.5,
  "species": ["Ca", "O", "C", "C", "C", "C", "C", "C", "P", "C", "C", "C", "C", "C", "C", "C", "C", "C", "C", "C", "C", "C", "C", "C", "C", "C", "C", "P", "C", "C", "C", "C", "C", "C", "C", "C", "C", "C", "C", "C", "H", "H", "H", "H", "H", "H", "H", "H", "H", "H", "H", "H", "H", "H", "H", "H", "H", "H", "H", "H", "H", "H", "H", "H", "H", "H", "H", "H", "S", "C", "C", "C", "C", "C", "C", "C", "C", "C", "N", "H", "H", "H", "H", "H", "H", "O"],
  "positions_angstrom": [[-1.275049, -1.155187, 0.076453], [1.929464, 1.908575, 0.712208], [2.771065, 1.621355, -0.343205], [3.482658, 2.593585, -1.031852], [4.363898, 2.223555, -2.038595], [4.542550, 0.885979, -2.348445], [3.814261, -0.075650, -1.660412], [2.913695, 0.267288, -0.655766], [1.817740, -0.946114, 0.177751], [2.395862, -0.850704, 1.910449], [1.465642, -1.125588, 2.900929], [1.954042, -1.031513, 4.218659], [3.265690, -0.692254, 4.510238], [4.172855, -0.440590, 3.476815], [3.738387, -0.519851, 2.168400], [2.513055, -2.538891, -0.414041], [2.149440, -2.985019, -1.686696], [2.575846, -4.213351, -2.166234], [3.363847, -5.029451, -1.364753], [3.720624, -4.604122, -0.093065], [3.302466, -3.365688, 0.379552], [1.347422, 3.154614, 0.766404], [2.091008, 4.226041, 1.251283], [1.541577, 5.493986, 1.272773], [0.241703, 5.689791, 0.817823], [-0.506608, 4.604089, 0.402258], [0.017072, 3.308694, 0.398551], [-1.041450, 1.848690, 0.009553], [-1.270105, 2.139168, -1.797303], [-2.126631, 3.076842, -2.373247], [-2.190940, 3.222706, -3.749587], [-1.392958, 2.439316, -4.575463], [-0.530371, 1.510437, -4.016475], [-0.475707, 1.360720, -2.636601], [-2.615136, 2.399815, 0.751294], [-2.621916, 2.991755, 2.013568], [-3.815040, 3.350217, 2.617554], [-5.021855, 3.116144, 1.971969], [-5.024367, 2.498452, 0.731833], [-3.829500, 2.130670, 0.131015], [3.352503, 3.639800, -0.798708], [4.913163, 2.989322, -2.571797], [5.237168, 0.588086, -3.123498], [3.951626, -1.118541, -1.915438], [-0.497077, -1.091648, 2.406695], [1.267561, -1.224099, 5.040791], [3.602732, -0.621449, 5.541756], [5.202959, -0.181512, 3.696568], [4.441675, -0.320360, 1.362131], [1.508485, -2.365645, -2.307223], [2.277767, -4.542313, -3.154061], [3.688024, -5.997376, -1.726772], [4.323325, -5.241546, 0.542159], [3.567847, -3.051206, 1.380553], [3.097148, 4.044878, 1.606167], [2.124879, 6.328228, 1.641339], [-0.196145, 6.679663, 0.817682], [-1.537110, 4.757926, 0.108553], [-2.759348, 3.690420, -1.744108], [-2.867152, 3.950117, -4.181591], [-1.446539, 2.553824, -5.650796], [0.098740, 0.897836, -4.649850], [0.213362, 0.638865, -2.204620], [-1.690954, 3.157915, 2.540853], [-3.802763, 3.804433, 3.600218], [-5.955196, 3.396073, 2.443991], [-5.961773, 2.284870, 0.233525], [-3.844299, 1.621944, -0.824263], [-5.435656, -3.619038, -0.316208], [-6.037125, -2.044909, -0.513715], [-5.044298, -1.112688, -0.464103], [-3.714289, -1.611155, -0.258823], [-3.781096, -2.982712, -0.168481], [-2.724622, -3.988295, 0.000678], [-3.035202, -5.360319, 0.051751], [-2.039490, -6.296180, 0.208511], [-0.721184, -5.872400, 0.323640], [-0.487936, -4.514820, 0.267211], [-1.440071, -3.594563, 0.107629], [-7.096578, -1.880408, -0.648108], [-5.286388, -0.064355, -0.558162], [-4.061746, -5.686736, -0.030302], [-2.287574, -7.350228, 0.247664], [0.098462, -6.563775, 0.459862], [0.521008, -4.134544, 0.373795], [-1.491088, -1.079897, 2.091328]],
  "forces_ev_per_angstrom": [[-0.2106, -0.0499, 0.5674], [-0.1794, -0.0759, -0.1774], [0.0942, 0.0475, 0.0578], [-0.0383, 0.0818, -0.0465], [0.0023, -0.0833, -0.0086], [-0.0097, 0.0579, 0.0024], [0.0541, 0.0670, -0.0243], [-0.0360, -0.2087, -0.3969], [0.2319, 0.0265, 0.7172], [0.5515, 0.1930, -0.1398], [-0.8022, -0.1884, -0.1727], [0.2247, 0.0044, -0.0935], [-0.0311, -0.0172, 0.0872], [0.0495, 0.0071, 0.0322], [0.0213, 0.0501, -0.0966], [0.0000, 0.0289, -0.2148], [-0.0028, -0.0578, 0.0085], [-0.0052, -0.0019, -0.0032], [0.0086, -0.0061, 0.0113], [-0.0213, -0.0019, -0.0284], [-0.0079, -0.0557, 0.0350], [0.1444, -0.0032, 0.1078], [0.0320, 0.0378, 0.0067], [-0.0471, -0.0134, -0.0191], [0.0421, -0.0111, 0.0074], [-0.0387, 0.0274, 0.0551], [-0.0384, 0.0227, 0.0235], [0.1197, 0.2937, -0.2424], [-0.0541, 0.0592, 0.0190], [-0.0046, 0.0290, -0.0124], [0.0241, -0.0116, -0.0144], [-0.0041, 0.0072, 0.0114], [0.0068, 0.0095, 0.0027], [0.0448, -0.0306, -0.0073], [-0.0185, 0.0648, -0.0070], [0.0180, -0.0717, 0.0711], [-0.0295, -0.0103, -0.0106], [0.0275, 0.0073, 0.0074], [-0.0624, -0.0297, 0.0114], [0.0036, 0.0005, -0.0198], [-0.0220, 0.0027, 0.0248], [-0.0055, 0.0075, 0.0022], [0.0023, 0.0005, 0.0005], [-0.0165, 0.0066, 0.0267], [-1.9400, -0.0996, -0.1271], [0.0584, -0.0046, 0.0667], [0.0020, 0.0159, 0.0063], [0.0007, -0.0025, 0.0051], [-0.0035, -0.0079, 0.0085], [-0.0009, 0.0170, -0.0007], [0.0005, -0.0028, -0.0013], [-0.0033, -0.0022, -0.0006], [0.0032, -0.0011, 0.0000], [-0.0115, 0.0453, -0.0043], [0.0072, -0.0349, -0.0276], [-0.0020, -0.0028, 0.0105], [0.0036, 0.0002, -0.0074], [-0.0067, -0.0222, -0.0040], [0.0103, -0.0077, 0.0079], [0.0004, 0.0002, 0.0013], [-0.0045, -0.0006, 0.0007], [0.0013, 0.0004, 0.0044], [-0.0020, 0.0088, 0.0066], [0.0140, 0.0083, -0.0210], [0.0073, -0.0092, 0.0025], [-0.0019, -0.0029, -0.0047], [0.0009, -0.0126, -0.0009], [-0.0200, -0.0037, -0.0108], [0.1561, -0.0382, 0.0558], [-0.0539, 0.1219, -0.0017], [-0.0203, -0.0405, 0.0636], [0.1429, -0.2924, -0.5609], [-0.3353, -0.1386, -0.1084], [0.0558, -0.1693, 0.0657], [0.0000, 0.0190, 0.0263], [0.0643, 0.0126, 0.0119], [-0.0607, -0.0231, 0.0073], [0.1355, 0.1233, 0.1106], [-0.2888, -0.1889, -0.4072], [0.0092, 0.0141, 0.0061], [0.0170, 0.1161, -0.0203], [-0.0115, 0.0235, 0.0018], [-0.0048, 0.0028, -0.0016], [0.0048, 0.0130, -0.0016], [0.0164, 0.0217, -0.0022], [2.0424, 0.3317, 0.6837]],
  "mulliken_charge": [2.114, -0.132, 0.975, -1.032, -0.825, -0.930, -0.831, 0.021, 2.010, 0.644, -0.729, -0.344, -0.443, -0.899, -0.115, -0.176, 0.076, -0.756, -0.547, -0.652, -0.578, -0.879, -0.027, -0.495, -0.907, 0.063, -0.253, 1.357, 0.713, -0.024, -0.784, -0.521, -0.785, -0.035, 0.269, -0.573, -0.654, -0.574, -0.721, -0.770, 0.490, 0.361, 0.396, 0.342, 0.048, 0.337, 0.349, 0.378, 0.361, 0.383, 0.409, 0.360, 0.387, 0.364, 0.584, 0.397, 0.431, 0.295, 0.333, 0.411, 0.379, 0.459, 0.156, 0.471, 0.394, 0.376, 0.420, 0.687, -0.374, -0.500, -0.573, -0.731, 0.869, 0.667, -1.100, -0.428, -0.956, -0.361, -0.418, 0.429, 0.092, 0.303, 0.391, 0.450, 0.617, -1.385]
}



# 4
{
  "formula": "C4H4ClNO2",
  "method": "the ωB97M-V functional and the def2-TZVPD basis",
  "lumo_ev": 0.57,
  "charge": 0,
  "homo_ha": -0.279,
  "homo_lumo_gap_ev": 8.2,
  "smiles": "Oc1cc(Cl)c(O)[nH]1",
  "species": ["O", "C", "C", "C", "Cl", "C", "O", "N", "H", "H", "H", "H"],
  "positions_angstrom": [[-0.087409, 2.298328, 1.901775], [-0.080512, 1.196450, 1.106909], [0.995300, 0.532038, 0.653792], [0.458268, -0.352828, -0.369823], [1.324247, -1.660316, -1.056690], [-0.903743, -0.147932, -0.422361], [-1.930817, -0.721773, -1.105491], [-1.211170, 0.816502, 0.472504], [0.730326, 2.131197, 2.602627], [2.027727, 0.486579, 1.042081], [-1.389476, -1.316145, -1.727830], [-2.072672, 1.229439, 0.557947]],
  "forces_ev_per_angstrom": [[2.6484, -0.6646, 3.3074], [1.0067, 1.3899, 0.5547], [0.6022, -1.6413, -0.7211], [-0.5559, 0.1634, 0.8560], [-0.0502, -0.2077, -0.4096], [0.6335, -0.2519, -0.1957], [2.2059, -1.3986, -1.4404], [1.5429, -0.5970, -0.0080], [-3.2616, 0.8530, -2.6991], [-0.8569, 0.3776, -0.4091], [-1.7115, 0.8570, 0.9087], [-2.2036, 1.1202, 0.2561]],
  "mulliken_charge": [-0.552, 0.294, -0.502, 0.348, -0.247, -0.018, -0.536, 0.040, 0.374, 0.325, 0.338, 0.136]
}



Summary of DFT total energy in eV
-18705.509; -8233.690; -100653.743; -22319.131
(order as listed above)
Summary of ΔE to the lowest compared entry with this formula, charge and spin in kJ/mol
98.0; 290.3; 245.0; 92.7
(order as listed above)